Arrangement w

A cluster of 2 separate species, C5H13N2O in total. Source: the Open Molecules 2025 dataset; level of theory: ωB97M-V with the def2-TZVPD basis set.

LUMO level: -8.26 eV
Gap between HOMO and LUMO: 4.733 eV
Multiplicity: 1
Net charge: +1
HOMO: -12.99 eV

Bonds (Å) are listed after each position.
Atoms and positions in Å:
1 C -0.28 -2.11 -0.17  O2 1.424, C3 1.552, H9 1.092, H10 1.092
2 O -1.44 -2.83 -0.58  C1 1.424, H11 0.965
3 C -0.64 -1.42 1.17  C1 1.552, C4 1.560, N8 1.436, H12 1.089
4 C -0.02 0.00 1.27  C3 1.560, C5 1.525, H13 1.100, H14 1.093
5 C -0.45 1.02 0.22  C4 1.525, C6 1.292, H15 1.094
6 C 0.16 1.04 -0.92  C5 1.292, H16 1.110
7 N 1.45 4.23 -2.52  H17 1.004, H18 1.003, H19 1.003
8 N -0.19 -2.16 2.31  C3 1.436, H20 1.011, H21 1.011
9 H -0.06 -1.31 -0.88  C1 1.092
10 H 0.58 -2.77 -0.07  C1 1.092
11 H -1.26 -3.06 -1.50  O2 0.965
12 H -1.73 -1.44 1.10  C3 1.089
13 H 1.08 -0.10 1.29  C4 1.100
14 H -0.19 0.39 2.28  C4 1.093
15 H -1.39 1.50 0.46  C5 1.094
16 H 0.35 2.01 -1.44  C6 1.110
17 H 0.49 4.26 -2.22  N7 1.004
18 H 1.83 3.30 -2.56  N7 1.003
19 H 2.06 4.96 -2.18  N7 1.003
20 H 0.56 -2.83 2.16  N8 1.011
21 H -0.92 -2.68 2.78  N8 1.011



Arrangement x

A cluster of 2 separate species, C5H13N2O in total. Source: the Open Molecules 2025 dataset; level of theory: ωB97M-V with the def2-TZVPD basis set.

LUMO level: -2.76 eV
Gap between HOMO and LUMO: 10.975 eV
Multiplicity: 1
Net charge: +1
HOMO: -13.74 eV

Bonds (Å) are listed after each position.
Atoms and positions in Å:
1 C -2.75 -0.20 0.14  N6 1.192, O8 1.162
2 C -5.20 0.16 0.18  N6 1.396, H9 1.013, H10 1.084, H11 1.004
3 C 1.44 -0.90 -1.14  N7 1.458, H12 1.015, H13 1.051, H14 1.151
4 C 2.16 -0.69 1.07  N7 1.428, H15 1.099, H16 1.162, H17 1.098
5 C 1.74 1.36 -0.28  N7 1.541, H18 1.140, H19 1.138, H20 1.155
6 N -3.85 0.08 0.51  C1 1.192, C2 1.396
7 N 1.35 -0.09 0.06  C3 1.458, C4 1.428, C5 1.541, H21 0.982
8 O -1.60 -0.33 0.04  C1 1.162
9 H -5.68 0.97 0.54  C2 1.013
10 H -5.40 0.24 -0.88  C2 1.084
11 H -5.73 -0.61 0.57  C2 1.004
12 H 2.28 -0.85 -1.72  C3 1.015
13 H 1.15 -1.87 -0.86  C3 1.051
14 H 0.46 -0.68 -1.71  C3 1.151
15 H 2.10 0.02 1.90  C4 1.099
16 H 1.76 -1.69 1.50  C4 1.162
17 H 3.13 -0.85 0.57  C4 1.098
18 H 2.79 1.29 -0.71  C5 1.140
19 H 1.18 2.02 -1.03  C5 1.138
20 H 1.65 1.92 0.72  C5 1.155
21 H 0.38 -0.15 0.24  N7 0.982



Arrangement y

The ion C5H13N2O with charge +1. Source: the Open Molecules 2025 dataset; level of theory: ωB97M-V with the def2-TZVPD basis set.

LUMO level: -8.77 eV
Gap between HOMO and LUMO: 5.877 eV
Multiplicity: 1
Net charge: +1
HOMO: -14.65 eV

Bonds (Å) are listed after each position.
Atoms and positions in Å:
1 O -0.97 -0.91 1.19  C2 1.309
2 C -0.97 -0.44 -0.04  O1 1.309, N3 1.454, C5 1.627, H15 1.104
3 N -1.65 0.84 -0.11  C2 1.454, C4 1.492, H9 1.020
4 C -3.11 0.71 0.18  N3 1.492, H10 1.083, H11 1.096, H12 1.095
5 C 0.56 -0.44 -0.60  C2 1.627, N6 1.428, C8 1.544, H13 1.095
6 N 1.07 -1.77 -0.48  C5 1.428, H14 1.028, H16 1.014
7 C 2.85 0.49 0.02  C8 1.527, H17 1.096, H18 1.090, H19 1.093
8 C 1.36 0.49 0.33  C5 1.544, C7 1.527, H20 1.095, H21 1.090
9 H -1.21 1.48 0.55  N3 1.020
10 H -3.57 0.15 -0.62  C4 1.083
11 H -3.46 1.75 0.15  C4 1.096
12 H -3.28 0.25 1.16  C4 1.095
13 H 0.59 -0.16 -1.66  C5 1.095
14 H 0.67 -2.20 0.37  N6 1.028
15 H -1.54 -1.10 -0.71  C2 1.104
16 H 0.78 -2.33 -1.28  N6 1.014
17 H 3.31 1.25 0.66  C7 1.096
18 H 3.10 0.74 -1.02  C7 1.090
19 H 3.30 -0.47 0.29  C7 1.093
20 H 1.24 0.18 1.37  C8 1.095
21 H 0.93 1.49 0.26  C8 1.090



Quick one: most stable of them? arrangement x